Entry w
Formula: C2H4OS3
Source: the Open Molecules 2025 dataset
Level of theory: wB97M-V/def2-TZVPD

**Gap between HOMO and LUMO**: 8.60 eV
**E_HOMO**: -0.3348 Eh
**Charge**: 0

Each atom is followed by the atoms it is bonded to, with distances in Å.
CARTESIAN COORDINATES (ANGSTROEM)
1 C -1.920 1.084 -0.872  H4 1.093, S8 1.734, S9 1.617
2 C 1.024 -1.635 0.766  H6 1.103, O7 1.200, S10 1.776
3 H -0.442 2.851 -0.948  S8 1.339
4 H -2.962 0.775 -0.983  C1 1.093
5 H 3.105 -1.084 1.597  S10 1.341
6 H 0.425 -1.882 -0.126  C2 1.103
7 O 0.572 -1.574 1.876  C2 1.200
8 S -1.765 2.789 -1.145  C1 1.734, H3 1.339
9 S -0.760 0.018 -0.504  C1 1.617
10 S 2.722 -1.342 0.338  C2 1.776, H5 1.341

Results of the Mulliken charge analysis, in e, for atoms 1 through 2: number 1, C, carries -0.11; number 2, C, carries 0.15



Entry x
Formula: C2H4OS3
Source: the Open Molecules 2025 dataset
Level of theory: wB97M-V/def2-TZVPD

**Gap between HOMO and LUMO**: 6.67 eV
**E_HOMO**: -0.3199 Eh
**Charge**: 0

Each atom is followed by the atoms it is bonded to, with distances in Å.
CARTESIAN COORDINATES (ANGSTROEM)
1 C 1.477 -0.576 0.098  C2 1.497, S4 1.583, H7 1.085
2 C 0.622 0.109 -0.923  C1 1.497, H8 1.076, H9 1.132, H10 1.072
3 O -2.128 0.302 -0.303  S6 1.473
4 S 0.955 -1.506 1.268  C1 1.583
5 S -2.186 1.571 2.289  S6 1.942
6 S -2.569 0.094 1.087  O3 1.473, S5 1.942
7 H 2.557 -0.600 -0.002  C1 1.085
8 H 0.002 0.908 -0.556  C2 1.076
9 H -0.030 -0.747 -1.274  C2 1.132
10 H 1.299 0.447 -1.683  C2 1.072

Results of the Mulliken charge analysis, in e, for atoms 1 through 2: number 1, C, carries -0.04; number 2, C, carries -0.81



Least stable structure among those shown: entry x.